{"formula": "C8H10F6N3NaO13", "method": "the ωB97M-V functional and the def2-TZVPD basis", "homo_ev": -0.83, "homo_lumo_gap_ev": 5.08, "total_energy_ev": -60246.548, "multiplicity": 1, "charge": -2, "symbols": ["Na", "F", "F", "F", "F", "F", "F", "O", "O", "O", "O", "O", "O", "O", "O", "O", "O", "O", "O", "O", "N", "N", "N", "C", "C", "C", "C", "C", "C", "C", "C", "H", "H", "H", "H", "H", "H", "H", "H", "H", "H"], "positions_angstrom": [[-0.19461, 0.86365, 1.11978], [0.24895, -2.80656, 3.63684], [0.96789, -4.11032, 2.07659], [2.25565, -2.48823, 2.74401], [3.77360, 0.32719, 0.26792], [3.78630, 0.34467, -1.99204], [2.96279, -1.23444, -0.94031], [0.01711, -2.53255, 0.15652], [1.36102, 1.00663, -2.07716], [-3.15933, 0.21684, -0.74214], [0.98594, 0.59483, 0.13749], [0.04597, 0.99203, 3.00602], [-0.81442, 2.39266, 1.19802], [1.20895, 2.33071, 4.14057], [-0.83884, 3.20970, 3.13664], [-2.57964, 1.02744, 1.11654], [-1.12468, 0.13368, -0.16380], [0.29455, -0.78037, 1.68669], [1.72722, 1.77331, 2.10394], [-2.53520, 3.17136, 1.94783], [-1.37014, 2.92738, 2.09021], [-2.29294, 0.42049, 0.06967], [1.02693, 1.69000, 3.09355], [3.14060, 0.03690, -0.87320], [0.34645, -1.99390, 1.41526], [0.06879, 1.57965, -2.35158], [-1.64321, -2.09387, -1.67671], [-0.89731, 0.55294, -2.99040], [0.96126, -2.90322, 2.51401], [-0.33527, -1.68656, -0.95673], [1.72607, 0.59317, -0.87343], [-0.25412, 0.16254, -3.77906], [-2.48242, -1.52804, -1.27215], [-1.85290, -3.14903, -1.50135], [0.23877, 2.40441, -3.04366], [-1.71609, 1.03865, -3.52123], [-0.30467, -0.61779, -0.74486], [0.50799, -1.75984, -1.64349], [-1.55934, -1.91647, -2.74890], [-0.46555, 1.99996, -1.49956], [-1.23198, -0.18975, -2.26617]], "forces_ev_per_angstrom": [[-4.340, 0.333, 8.796], [0.489, -0.205, -0.041], [0.424, -2.825, -0.006], [-1.337, -0.647, 0.086], [0.414, 0.207, -1.049], [1.318, 0.979, 0.023], [0.136, -3.617, 0.338], [0.530, -0.603, 3.281], [0.396, 0.033, -0.279], [-2.260, -0.696, -2.705], [14.404, -1.374, -13.109], [-1.482, -1.529, 3.792], [1.538, 6.728, -3.840], [1.737, -0.120, 0.401], [1.197, 1.444, 1.716], [-0.806, -3.064, -0.463], [-5.939, 1.715, -1.929], [1.033, -10.181, 0.587], [2.858, 1.030, -1.321], [-4.628, 1.913, -0.252], [-1.923, 2.490, 2.209], [-2.535, 3.115, 3.399], [-0.597, 0.911, 2.720], [-1.401, 1.377, 0.623], [-0.562, 4.921, -1.522], [-2.033, 0.270, 0.018], [0.540, -0.744, 1.236], [1.728, 0.648, -0.412], [-0.015, 2.690, -1.192], [2.458, -2.163, -2.725], [-3.515, 1.585, 3.301], [-0.236, -0.885, -0.228], [0.065, -0.062, -0.273], [0.136, -0.234, -0.105], [0.358, -0.136, -0.065], [-0.156, 0.170, 0.449], [0.917, -2.969, -0.879], [0.308, -1.160, -0.469], [-0.032, -0.243, 0.138], [0.780, -0.043, 0.555], [0.031, 0.941, -0.805]]}